25
Properties=species:S:1:pos:R:3:forces:R:3:lowdin_charge:R:1 method="wB97M-V/def2-TZVPD" smiles=CB1CS[C@H]2CCCC[C@@H]12 e_lumo_ev=0.5998 multiplicity=1 gap_ev=8.795
C -0.0902 -2.6092 0.4034 -2.3 0.5 0.2 0.003
B -0.8016 -1.2446 0.0585 -0.2 -1.5 0.0 -0.360
C -2.2781 -0.9346 0.4865 2.0 4.0 0.0 -0.302
S -2.7118 0.8038 -0.1487 1.4 -1.1 -0.6 0.836
C -0.8966 1.1010 -0.5363 -1.4 1.5 1.0 -0.560
C -0.2411 1.6340 0.7821 -0.6 4.1 -1.7 -0.216
C 1.2485 1.8071 0.4935 -0.9 -1.6 -0.3 -0.206
C 1.9968 0.5011 0.1227 -3.8 0.7 -1.5 -0.140
C 1.2515 0.0254 -1.1589 2.5 -3.6 1.2 -0.183
C -0.2177 -0.2266 -0.9635 -2.3 1.3 -1.2 -0.258
H -0.5195 -3.3277 -0.2682 -0.7 -0.3 -1.2 0.073
H -0.3503 -3.1652 1.2921 0.4 0.4 0.9 0.067
H 0.8953 -2.6353 0.1133 2.6 -0.1 0.0 0.023
H -2.9857 -1.5286 0.1219 -2.7 -3.0 -1.9 0.012
H -2.5749 -0.7979 1.4751 0.3 -0.3 2.2 0.036
H -0.9838 1.9301 -1.3660 0.8 -1.5 1.6 0.140
H -0.3409 1.1901 1.7538 -0.6 -1.3 0.1 0.105
H -0.7622 2.7197 0.9851 1.4 -2.4 -0.5 0.152
H 1.6993 2.2216 1.3049 1.3 1.3 2.7 0.068
H 1.4263 2.5253 -0.2905 -0.1 0.1 -0.7 0.114
H 2.9578 0.8574 -0.0247 2.2 -0.2 -0.6 0.084
H 1.9351 -0.3947 0.7154 0.2 0.2 1.3 0.105
H 1.2589 0.7464 -1.8724 0.8 2.2 -2.4 0.070
H 1.8910 -0.8960 -1.4962 -1.6 1.4 0.0 0.150
H -0.8061 -0.3025 -1.9826 1.3 -0.9 1.5 0.187


15
Properties=species:S:1:pos:R:3:forces:R:3:lowdin_charge:R:1 method="wB97M-V/def2-TZVPD" e_lumo_ev="0.6815 / 0.6818" multiplicity=1 gap_ev="8.529 / 8.530"
C 1.4655 -0.2717 1.4148 0.1 0.5 -0.4 -0.049
C 0.4775 -0.3744 0.2587 -0.6 -0.5 -0.3 -0.609
N 0.5795 -1.3616 -0.6335 0.2 0.0 0.5 0.012
H -0.1693 -2.0460 -0.5409 -0.3 0.3 -0.2 0.016
H 0.6104 0.7576 -0.4228 -0.2 0.4 0.1 0.172
H 2.4646 -0.5293 1.0672 0.0 0.0 0.0 0.073
H 1.4567 0.7247 1.8576 0.0 0.0 0.0 0.069
H 1.1745 -0.9961 2.1785 -0.1 0.0 -0.1 0.079
N -1.3775 0.5912 -1.6354 0.2 -0.4 0.0 0.094
C -0.9291 1.0546 -0.4352 0.8 -0.8 0.1 -0.275
N -0.8782 0.1619 0.6553 -0.3 -0.1 0.4 -0.009
H -1.0861 1.1250 -2.4457 -0.2 0.1 0.1 0.104
H -1.1689 -0.4125 -1.7613 0.1 0.4 0.1 0.088
H -1.6075 -0.5431 0.6848 0.0 0.0 -0.2 0.107
H -1.0120 2.1197 -0.2421 0.2 0.0 -0.1 0.127


69
Properties=species:S:1:pos:R:3:forces:R:3:lowdin_charge:R:1 method="wB97M-V/def2-TZVPD" e_lumo_ev="2.1937 / 1.9897" charge=-1 multiplicity=2 gap_ev="5.747 / 7.257" s_squared=0.76
Hg -0.0104 -1.1442 -2.1799 -0.1 -0.2 -0.3 0.814
C -0.9166 2.8633 -0.7079 0.1 0.0 0.0 -0.060
O -1.4130 1.5563 -0.4755 -0.1 0.0 0.0 -0.078
C -1.6764 1.2214 0.8026 0.0 0.0 0.0 -0.210
C -1.7331 2.1111 1.8626 0.0 0.0 0.0 -0.056
C -1.9901 1.6309 3.1460 0.0 0.0 -0.1 -0.689
Br -2.1092 2.8806 4.5754 0.0 0.0 0.0 0.720
C -2.1105 0.2906 3.4065 0.0 0.0 0.0 -0.086
C -2.0266 -0.6074 2.3347 -0.1 0.0 0.1 -0.096
C -1.9098 -0.1468 1.0337 -0.2 0.1 0.0 -0.201
O -2.0187 -0.9390 -0.0589 0.1 0.2 -0.1 0.007
C -1.9350 -2.0504 2.5986 0.1 -0.1 -0.1 -0.281
N -2.6136 -2.7411 3.4750 0.0 0.0 0.0 0.177
C -2.1005 -4.0259 3.3737 -0.1 0.0 0.1 -0.234
C -2.4563 -5.1845 4.0626 0.0 0.0 0.0 -0.032
C -1.7797 -6.3498 3.7617 0.0 0.0 0.0 -0.113
C -0.7628 -6.3762 2.7930 0.0 0.0 0.0 -0.109
C -0.3954 -5.2390 2.0998 0.0 -0.1 0.0 -0.017
C -1.0844 -4.0709 2.4075 -0.1 0.2 -0.1 -0.182
N -1.0047 -2.7892 1.9111 -0.3 -0.3 0.2 0.173
H -0.0480 3.0599 -0.0729 0.0 0.0 0.0 0.100
H -1.6921 3.6132 -0.5270 0.0 0.0 0.0 0.096
H -0.6172 2.8888 -1.7507 0.0 0.0 0.0 0.081
H -1.5850 3.1677 1.7040 0.0 0.0 0.0 0.101
H -2.2402 -0.0926 4.4081 0.0 0.0 0.0 0.113
H -2.3510 -1.8116 0.1822 0.1 0.0 0.1 0.117
H -3.2389 -5.1575 4.8092 0.0 0.0 0.0 0.104
H -2.0352 -7.2651 4.2803 0.0 0.0 0.0 0.091
H -0.2564 -7.3097 2.5839 0.0 0.0 0.0 0.093
H 0.3877 -5.2568 1.3538 0.0 0.0 0.0 0.112
H -0.2678 -2.3866 1.3306 0.1 0.0 0.0 0.093
F -2.3198 2.9239 -7.6666 0.0 0.0 0.0 0.102
C -2.2406 1.9031 -6.8012 0.0 0.0 0.0 -0.154
C -1.7294 2.0918 -5.5313 0.0 0.0 -0.1 -0.152
F -1.3156 3.3109 -5.1575 0.0 0.0 0.0 0.103
C -1.6572 1.0307 -4.6473 0.0 0.0 0.1 -0.246
F -1.1645 1.3038 -3.4306 0.0 0.0 0.0 0.024
C -2.0723 -0.2622 -4.9672 0.0 -0.1 0.0 -0.582
S -2.0023 -1.6306 -3.8784 0.0 0.2 -0.1 0.467
C -2.5829 -0.4054 -6.2609 0.0 0.0 0.0 -0.259
F -3.0196 -1.6003 -6.6798 0.0 0.0 0.0 0.065
C -2.6722 0.6391 -7.1605 0.0 0.1 0.0 -0.155
F -3.1765 0.4375 -8.3864 0.0 0.0 0.0 0.102
N 2.2740 3.7542 4.4741 0.0 0.1 0.0 0.093
C 2.2702 2.7079 3.5563 0.0 0.0 0.0 -0.324
C 3.1903 2.6846 2.5046 0.0 0.0 0.0 -0.034
C 3.1430 1.6875 1.5504 0.0 -0.1 0.0 -0.058
C 2.1714 0.6953 1.6323 -0.1 0.1 0.0 -0.271
C 1.2651 0.7002 2.6810 0.1 0.0 0.0 -0.052
C 1.3173 1.6972 3.6415 0.0 -0.1 0.0 -0.040
S 2.0774 -0.5548 0.3819 0.4 0.3 -0.1 0.563
O 3.3430 -1.2414 0.3415 -0.1 -0.1 0.0 -0.300
O 0.9084 -1.3467 0.7416 0.3 0.2 -0.2 -0.407
N 1.7149 0.1880 -0.9897 0.0 -0.3 0.2 -0.201
C 2.6601 0.5877 -1.8919 -0.2 0.1 0.2 -0.494
N 2.2225 0.6038 -3.1700 0.0 0.0 0.0 0.086
C 3.0725 1.0114 -4.0942 0.0 0.0 0.0 -0.149
C 4.3712 1.4027 -3.8034 0.0 0.0 0.0 -0.079
C 4.7163 1.3657 -2.4644 0.0 0.0 0.0 -0.143
N 3.8837 0.9848 -1.5066 0.1 0.0 0.0 0.113
H 3.1342 4.2679 4.5584 0.0 0.0 0.0 0.081
H 1.8196 3.5731 5.3529 0.0 0.0 0.0 0.083
H 3.9464 3.4594 2.4401 0.0 0.0 0.0 0.105
H 3.8465 1.6670 0.7289 0.0 0.0 0.0 0.090
H 0.5179 -0.0806 2.7405 0.0 0.1 0.0 0.100
H 0.6079 1.6959 4.4598 0.0 0.0 0.0 0.079
H 2.6989 1.0202 -5.1141 0.0 0.0 0.0 0.105
H 5.0630 1.7200 -4.5693 0.0 0.0 0.0 0.087
H 5.7079 1.6674 -2.1385 0.0 0.0 0.0 0.104


14
Properties=species:S:1:pos:R:3:forces:R:3:lowdin_charge:R:1 method="wB97M-V/def2-TZVPD" smiles=CCc1c[nH]nn1 e_lumo_ev=0.8901 multiplicity=1 gap_ev=10.384
C -1.7888 0.7594 0.0213 -0.2 0.1 0.0 -0.116
C -1.1405 -0.6116 0.2644 0.0 0.0 0.0 -0.204
C 0.3448 -0.4013 0.2714 -0.1 0.1 -0.1 -0.322
C 1.3385 -0.7797 -0.5989 0.0 0.1 0.1 -0.046
N 2.3802 0.0199 -0.2621 0.1 0.0 0.0 -0.020
N 2.0756 0.8258 0.7534 0.0 -0.1 0.0 -0.015
N 0.8555 0.5693 1.0874 0.1 0.0 -0.1 0.037
H -2.8628 0.6640 -0.1513 0.0 0.0 0.0 0.066
H -1.6244 1.4214 0.8767 0.0 -0.2 -0.1 0.068
H -1.3367 1.2488 -0.8495 -0.1 -0.1 0.1 0.076
H -1.5007 -1.0227 1.2153 0.2 0.0 -0.1 0.108
H -1.4327 -1.3149 -0.5255 0.2 0.1 0.1 0.106
H 1.4356 -1.5343 -1.3658 -0.2 0.2 0.0 0.115
H 3.2564 0.1558 -0.7367 0.1 -0.2 0.1 0.145


Table of energy above the lowest of the compared OMol25 structures with the same formula, charge and spin (kcal per mole), in record order: 0.0; 91.0; 1.4; 18.5
Table of max |F| (eV/A), in record order: 4.51; 1.14; 0.49; 0.30